Arrangement i

Formula: C3H10S2
Source: the Open Molecules 2025 dataset
Level of theory: wB97M-V/def2-TZVPD

```
15
Properties=species:S:1:pos:R:3:lowdin_charge:R:1
S -0.52 1.47 -0.95 0.2502
S 0.78 0.08 -1.68 0.2649
H -1.56 0.61 -0.85 -0.1752
H -0.28 -0.77 -1.66 -0.1766
C -1.32 -0.67 2.11 -0.1394
C -0.19 -1.53 1.47 -0.2716
C 1.23 -0.74 1.54 -0.1312
H -1.03 -0.36 3.09 0.0529
H -2.36 -0.96 2.31 0.0660
H -1.29 0.27 1.51 0.0257
H -0.37 -1.86 0.48 0.0430
H -0.16 -2.43 2.13 0.0951
H 2.01 -1.29 0.96 0.0641
H 1.16 0.14 0.96 -0.0426
H 1.57 -0.49 2.57 0.0750
```

Calculated values
HOMO energy in eV: -8.4
LUMO in eV: 0.34
Spin multiplicity: 1

***

Arrangement ii

Formula: C3H10S2
Source: the Open Molecules 2025 dataset
Level of theory: wB97M-V/def2-TZVPD

```
15
Properties=species:S:1:pos:R:3:lowdin_charge:R:1
S 2.62 -0.64 -1.08 0.2253
S 3.88 0.06 0.41 0.2388
H 2.72 -1.93 -0.71 -0.2061
H 2.93 0.37 1.30 -0.2298
C -1.55 -0.11 -1.18 -0.1233
C -1.25 0.80 0.03 -0.3117
C -0.58 0.07 1.19 -0.1342
H -2.12 -0.99 -0.93 0.0648
H -2.07 0.48 -1.94 0.0665
H -0.59 -0.44 -1.58 0.0450
H -0.58 1.56 -0.37 0.0950
H -2.16 1.28 0.38 0.0933
H -1.31 -0.30 1.91 0.0700
H 0.16 0.66 1.68 0.0479
H -0.10 -0.87 0.88 0.0585
```

Calculated values
HOMO energy in eV: -9.7
LUMO in eV: 0.33
Spin multiplicity: 1

***

Best to worst by energy: arrangement ii, arrangement i.